The following is a DFT calculation (ωB97M-V with the def2-TZVPD basis set) of a cluster of 2 separate species, C4H8NOS in total in a non-equilibrium geometry.

Cartesian coordinates (Å):
C -0.19 -0.08 0.10
C 1.55 1.61 0.09
C -0.13 -2.57 -0.47
C 0.03 1.37 0.32
N -0.10 -1.20 -0.19
O -2.47 -0.16 -0.26
S -3.34 0.67 0.61
H 1.84 2.65 0.53
H 2.11 1.07 0.88
H 1.83 1.43 -0.92
H 0.49 -2.94 0.36
H 0.35 -2.61 -1.39
H -1.15 -2.67 -0.58
H -0.50 1.83 -0.46
H -0.33 1.59 1.40

The HOMO energy (alpha / beta) comes out at -13.359 / -13.318 eV. As for the HOMO-LUMO gap (alpha / beta): 7.8 / 7.7 eV. As for the net charge: +1.

The following is a DFT calculation (ωB97M-V with the def2-TZVPD basis set) of the ion C4H8NS with charge +1 in a non-equilibrium geometry.

Cartesian coordinates (Å):
C -0.87 -1.57 -1.63
C -0.48 -1.02 -0.68
C 0.16 -0.06 0.29
C 1.33 0.57 -0.36
N -0.82 1.10 0.58
S 0.51 -0.88 1.96
H -0.98 -2.26 -2.45
H 2.06 -0.24 -0.61
H 1.58 1.33 0.31
H 1.11 0.93 -1.27
H -1.47 0.98 -0.21
H -1.27 0.94 1.49
H -0.24 1.92 0.64
H -0.60 -1.73 1.95

The HOMO energy comes out at -14.277 eV. As for the HOMO-LUMO gap: 10.7 eV. As for the net charge: +1. As for the SMILES: C#C[C@@](C)([NH3+])S.

The following is a DFT calculation (ωB97M-V with the def2-TZVPD basis set) of a cluster of 2 separate species, C4H8NS in total in a non-equilibrium geometry.

Cartesian coordinates (Å):
C -0.28 -2.09 2.35
C 0.04 -1.63 1.18
C -0.27 3.44 -0.95
C 0.77 -1.15 0.18
N 0.07 -0.88 -1.13
S 0.73 2.20 -0.64
H -0.44 -3.19 2.32
H -0.90 -1.59 3.15
H -0.96 3.99 -0.32
H -0.32 4.01 -1.91
H 1.77 -0.69 0.23
H -0.88 -1.29 -1.08
H 0.58 -1.25 -2.00
H 0.08 0.12 -1.38

The HOMO energy comes out at -12.763 eV. As for the HOMO-LUMO gap: 8.3 eV. As for the net charge: +1.

The following is a DFT calculation (ωB97M-V with the def2-TZVPD basis set) of the ion C4H8NS with charge +1 in a non-equilibrium geometry.

Cartesian coordinates (Å):
C -0.13 -1.74 0.41
C -1.46 -1.31 0.39
C -1.73 0.09 -0.04
C 2.59 0.98 -0.38
N 0.67 -0.76 -0.04
S 2.22 -0.82 -0.13
H 0.16 -2.69 0.71
H -2.25 -1.87 0.81
H -2.67 0.22 -0.46
H -0.92 0.43 -0.58
H -1.61 0.70 0.87
H 3.30 1.36 0.30
H 1.72 1.61 -0.61
H 3.15 1.03 -1.26

The HOMO energy (alpha / beta) comes out at -14.386 / -14.386 eV. As for the HOMO-LUMO gap (alpha / beta): 7.6 / 7.6 eV. As for the net charge: +1.

The following is a DFT calculation (ωB97M-V with the def2-TZVPD basis set) of a cluster of 2 separate species, C4H8O in total in a non-equilibrium geometry.

Cartesian coordinates (Å):
C -2.85 1.47 0.91
C -1.73 1.25 0.50
C -0.37 1.05 -0.05
C 0.18 -0.35 0.34
H -3.82 1.61 1.36
H 0.29 1.87 0.28
H -0.43 1.08 -1.15
H 0.25 -0.51 1.43
H 1.18 -0.48 -0.10
H -0.50 -1.11 -0.08
O 2.24 -2.03 -1.31
H 3.12 -2.37 -1.60
H 2.43 -1.48 -0.53

The HOMO energy comes out at -9.917 eV. As for the HOMO-LUMO gap: 10.7 eV. As for the SMILES: C#CCC.O.

The following is a DFT calculation (ωB97M-V with the def2-TZVPD basis set) of an isolated molecule of C4H8O in a non-equilibrium geometry.

Cartesian coordinates (Å):
C 0.17 1.00 -1.10
C -0.16 0.04 0.02
C 0.96 -0.37 0.87
C -1.35 -0.79 0.16
O -1.21 0.44 0.81
H 0.98 0.55 -1.68
H 0.53 1.95 -0.69
H -0.61 1.23 -1.83
H 1.72 0.48 0.92
H 0.66 -0.68 1.93
H 1.58 -1.33 0.55
H -1.31 -1.61 0.82
H -1.97 -0.92 -0.78

The HOMO energy comes out at -10.164 eV. As for the HOMO-LUMO gap: 11.2 eV. As for the SMILES: CC1(C)CO1.

The following is a DFT calculation (ωB97M-V with the def2-TZVPD basis set) of an isolated molecule of C4H8O in a non-equilibrium geometry.

Cartesian coordinates (Å):
C 1.62 0.61 -0.65
C 0.79 -0.34 0.27
O 0.24 -1.35 -0.52
C -0.73 -0.89 0.36
C -1.74 0.22 0.28
H 1.10 1.46 -1.11
H 2.53 1.01 -0.17
H 1.99 -0.01 -1.49
H 1.24 -0.48 1.25
H -1.16 -1.81 0.84
H -1.81 0.62 1.31
H -2.75 -0.05 -0.03
H -1.33 1.01 -0.34

The HOMO energy comes out at -9.067 eV. As for the HOMO-LUMO gap: 10.2 eV. As for the SMILES: C[C@@H]1O[C@@H]1C.

The following is a DFT calculation (ωB97M-V with the def2-TZVPD basis set) of a structure of composition C4H8O in a non-equilibrium geometry.

Cartesian coordinates (Å):
C -1.50 0.46 0.46
C -0.34 -1.06 -0.07
O -0.52 -1.29 -1.26
C 0.55 -0.05 0.41
C 1.58 0.44 -0.58
H -1.65 0.74 1.49
H -2.35 -0.21 0.18
H -1.53 1.28 -0.25
H -0.72 -1.66 0.77
H 0.93 -0.16 1.44
H 1.11 0.70 -1.53
H 2.22 1.24 -0.21
H 2.25 -0.41 -0.83

The HOMO energy comes out at -8.865 eV. As for the HOMO-LUMO gap: 9.3 eV.

The following is a DFT calculation (ωB97M-V with the def2-TZVPD basis set) of a cluster of 2 separate species, C4H8O in total in a non-equilibrium geometry.

Cartesian coordinates (Å):
C 0.00 -2.08 0.07
C -0.35 -0.67 -0.01
C -0.74 0.47 0.07
C -1.29 1.81 0.05
H 0.07 -2.50 -0.94
H 0.95 -2.21 0.58
H -0.77 -2.62 0.62
H -1.23 2.25 1.05
H -0.72 2.44 -0.63
H -2.33 1.79 -0.27
O 2.42 0.39 0.04
H 2.49 0.44 -0.92
H 1.48 0.50 0.29

The HOMO energy comes out at -9.713 eV. As for the HOMO-LUMO gap: 10.6 eV. As for the SMILES: CC#CC.O.

The following is a DFT calculation (ωB97M-V with the def2-TZVPD basis set) of an isolated molecule of C4H8O in a non-equilibrium geometry.

Cartesian coordinates (Å):
C 1.04 -1.49 -0.76
C 0.38 -0.18 -0.60
C 0.78 0.84 0.16
O -0.17 1.70 0.61
C -1.47 1.01 0.84
H 1.30 -1.69 -1.80
H 0.36 -2.30 -0.43
H 1.92 -1.55 -0.12
H -0.55 0.00 -1.12
H 1.83 1.05 0.42
H -1.87 0.21 0.18
H -1.39 0.56 1.83
H -2.16 1.84 0.78

The HOMO energy comes out at -8.236 eV. As for the HOMO-LUMO gap: 9.3 eV. As for the SMILES: C/C=C/OC.

The following is a DFT calculation (ωB97M-V with the def2-TZVPD basis set) of an isolated molecule of C4H8O in a non-equilibrium geometry.

Cartesian coordinates (Å):
C -2.00 0.38 -0.01
C -0.80 -0.54 0.27
C 0.45 0.09 -0.25
C 2.66 -0.23 -0.14
O 1.47 -0.67 -0.59
H -2.94 -0.02 0.40
H -1.83 1.36 0.44
H -2.11 0.52 -1.09
H -0.94 -1.53 -0.18
H -0.71 -0.71 1.36
H 0.68 1.14 -0.08
H 3.46 -0.19 -0.87
H 2.61 0.41 0.73

The HOMO energy (alpha / beta) comes out at -7.283 / -7.792 eV. As for the HOMO-LUMO gap (alpha / beta): 7.9 / 8.7 eV.

The following is a DFT calculation (ωB97M-V with the def2-TZVPD basis set) of a cluster of 2 separate species, C4H8O in total.

Cartesian coordinates (Å):
C 0.34 -1.13 -0.91
C 1.51 -1.08 -0.29
C 2.04 0.18 0.25
O 1.42 1.22 0.22
H -0.07 -2.04 -1.31
H -0.26 -0.24 -1.08
H 2.15 -1.95 -0.14
H 3.06 0.13 0.69
C -2.02 0.98 0.52
H -2.26 1.53 -0.39
H -2.48 1.48 1.38
H -2.49 0.00 0.46
H -0.93 0.92 0.62

The HOMO energy comes out at -10.088 eV. As for the HOMO-LUMO gap: 10.1 eV. As for the SMILES: C=CC=O.C.

The following is a DFT calculation (ωB97M-V with the def2-TZVPD basis set) of an isolated molecule of C4H8O in a non-equilibrium geometry.

Cartesian coordinates (Å):
C 0.99 -1.38 0.87
C 0.23 -0.58 0.15
C -1.22 -0.72 -0.05
O 0.72 0.57 -0.53
C -0.31 1.79 -0.40
H 0.47 -2.26 1.38
H 2.00 -1.04 0.97
H -1.29 -0.83 -1.22
H -1.80 0.25 0.21
H -1.75 -1.61 0.56
H -0.73 1.77 0.79
H 0.34 2.65 -0.50
H -1.09 1.87 -1.36

The HOMO energy comes out at -8.829 eV. As for the HOMO-LUMO gap: 9.7 eV. As for the SMILES: C=C(C)OC.

The following is a DFT calculation (ωB97M-V with the def2-TZVPD basis set) of an isolated molecule of C4H8O in a non-equilibrium geometry.

Cartesian coordinates (Å):
C 0.02 -1.28 1.21
C 0.64 -0.03 0.61
C 0.43 0.07 -0.89
C -0.62 1.25 -1.32
O 0.75 1.34 -1.41
H 0.21 -1.34 2.29
H -1.07 -1.28 1.07
H 0.42 -2.18 0.74
H 1.72 -0.02 0.80
H 0.26 0.89 1.08
H -0.49 -0.33 -1.41
H -1.10 1.30 -2.30
H -1.18 1.62 -0.47

The HOMO energy comes out at -8.636 eV. As for the HOMO-LUMO gap: 9.7 eV. As for the SMILES: CC[C@H]1CO1.

The following is a DFT calculation (ωB97M-V with the def2-TZVPD basis set) of a structure of composition C4H8O in a non-equilibrium geometry.

Cartesian coordinates (Å):
C 1.01 -0.67 -0.03
C -0.37 -0.23 0.59
C -1.63 -0.46 -0.26
C -1.10 0.89 -0.14
H 1.80 1.26 0.71
H 1.54 -1.58 0.44
H 0.78 -1.03 -1.05
H -0.56 -0.29 1.66
H -1.49 -1.03 -1.16
H -2.64 -0.56 0.27
H -1.80 1.46 0.56
H -0.43 1.42 -1.00
O 1.92 0.39 -0.17

The HOMO energy comes out at -9.997 eV. As for the HOMO-LUMO gap: 10.7 eV.

The following is a DFT calculation (ωB97M-V with the def2-TZVPD basis set) of an isolated molecule of C4H8O.

Cartesian coordinates (Å):
C -1.44 -1.04 -0.20
C -0.56 -0.10 0.11
C -0.83 1.38 0.05
C 0.85 -0.50 0.49
O 1.81 0.14 -0.35
H -1.18 -2.11 -0.17
H -2.47 -0.81 -0.52
H -0.62 1.86 1.01
H -1.88 1.58 -0.19
H -0.18 1.86 -0.73
H 1.09 -0.14 1.48
H 0.98 -1.58 0.50
H 1.68 -0.19 -1.25

The HOMO energy comes out at -9.721 eV. As for the HOMO-LUMO gap: 10.7 eV. As for the SMILES: C=C(C)CO.

The following is a DFT calculation (ωB97M-V with the def2-TZVPD basis set) of a cluster of 2 separate species, C4H8O in total in a non-equilibrium geometry.

Cartesian coordinates (Å):
C 0.94 0.88 -0.45
C 0.09 -0.38 -0.60
C -1.36 -0.13 -0.18
C 0.89 -1.47 1.97
O 0.52 -0.47 2.39
H 0.58 1.67 -1.12
H 0.90 1.29 0.57
H 2.00 0.70 -0.69
H 0.12 -0.72 -1.64
H -1.96 -1.04 -0.21
H -1.82 0.61 -0.84
H -1.42 0.28 0.84
H 0.52 -1.22 -0.05

The HOMO energy comes out at -11.384 eV. As for the HOMO-LUMO gap: 12.6 eV.

The following energy relative to the best compared isomer or geometry (same formula, charge and spin) values (in eV) correspond, in order, to the records above: 3.259, 2.110, 2.758, 2.050, 2.099, 1.661, 2.949, 3.180, 1.610, 2.060, 3.772, 1.257, 3.065, 3.704, 3.095, 0.799, 0.435.
The following energy values (in eV) correspond, in order, to the records above: -18639.9887, -16593.2963, -16592.6490, -16593.3562, -6323.0684, -6323.5074, -6322.2190, -6321.9878, -6323.5574, -6323.1082, -6321.3962, -6323.9106, -6322.1033, -6321.4641, -6322.0728, -6324.3688, -6324.7324.